170
Properties=species:S:1:pos:R:3:forces:R:3:lowdin_spin:R:1 method="wB97M-V/def2-TZVPD" molar_mass_da=891.38 lumo_ev="1.8 / 1.8" max_force_ev_per_a=3.6 orbital_gap_ev="1.3112 / 8.4373" s2=0.75 charge=-1 energy_ha=-2889.61322 spin_multiplicity=2 homo_ev="0.51 / -6.64"
C 0.9280 31.7250 7.6692 0.3 -1.9 0.1 0.003
C -0.4983 31.3728 7.2479 -0.2 2.1 1.5 0.001
C -1.2490 30.6453 8.4111 0.3 -1.0 -1.3 0.003
O -2.3964 29.9483 7.8538 0.6 -0.7 0.4 0.009
C -2.7679 28.7917 8.6377 -1.1 0.9 0.5 0.029
N -1.0723 32.7224 6.8978 0.2 -1.4 0.5 0.000
H 1.4356 30.7768 7.8463 0.4 -0.1 -0.1 0.002
H 1.0040 32.2082 8.6433 -0.3 0.5 -0.2 0.000
H 1.4744 32.2480 6.8843 -0.2 0.2 0.1 0.000
H -0.4920 30.6962 6.3933 -0.1 0.1 -0.1 0.001
H -1.5505 31.2496 9.2667 -0.1 0.4 -0.1 0.001
H -0.5596 29.9030 8.8133 0.0 -0.2 0.1 0.002
H -3.7330 28.3747 8.3503 0.0 0.2 -1.0 0.015
H -3.0564 29.1455 9.6275 0.8 -0.2 0.5 0.021
H -2.0686 27.9558 8.6559 0.5 0.4 0.1 0.015
H -0.8412 33.3374 7.6649 0.6 0.3 0.3 0.000
H -2.0649 32.6435 7.0671 -0.5 0.4 -0.5 0.000
C 1.4544 29.2127 11.1264 0.0 0.0 0.0 0.020
C 0.4104 28.8632 12.2027 0.9 1.1 0.2 0.054
C 0.2569 29.9114 13.3496 1.4 -0.9 -0.5 0.025
O 1.5557 30.2348 13.8782 0.9 0.0 -1.0 0.009
C 1.4909 31.1650 14.9103 -1.3 0.8 0.4 0.004
N -0.8568 28.7264 11.4764 0.4 -0.3 0.7 0.031
H 1.4255 30.2612 10.8299 0.2 0.2 0.3 0.000
H 1.2210 28.7067 10.1896 -0.3 -0.4 0.1 0.012
H 2.4618 28.8803 11.3769 0.1 0.4 0.3 0.004
H 0.7522 27.9306 12.6517 -0.2 -0.2 0.2 0.029
H -0.2708 29.4912 14.2058 -0.8 0.0 -0.3 0.026
H -0.2431 30.7659 12.8934 -0.1 0.4 0.3 0.003
H 0.9835 30.7021 15.7567 -0.2 0.2 0.3 0.002
H 0.9459 32.0462 14.5719 -0.8 0.1 0.0 0.001
H 2.3676 31.6835 15.2985 1.0 -1.1 -0.5 0.001
H -1.5915 28.6423 12.1644 -0.7 0.1 0.4 0.072
H -0.7593 27.7560 11.2139 -0.6 -0.5 -1.0 0.047
C 3.5744 34.7686 5.5271 0.0 1.1 0.7 0.001
C 5.0588 35.2576 5.3715 -1.7 0.7 -1.0 0.001
C 5.3612 36.7832 5.7447 0.5 -1.4 -1.6 0.000
O 4.5830 37.6789 4.9605 -0.3 -0.1 0.8 0.000
C 4.8720 39.0413 5.1949 -0.6 0.6 -0.6 0.000
N 5.9020 34.3870 6.1308 0.7 -0.7 0.4 0.000
H 3.4364 33.6880 5.4896 0.5 -0.1 -0.2 0.001
H 2.8568 35.1938 4.8254 0.5 0.2 -0.4 0.000
H 3.1612 35.0780 6.4872 0.2 -0.1 0.4 0.000
H 5.2852 35.0399 4.3277 0.0 1.0 -0.5 0.000
H 6.3798 36.9528 5.3957 0.6 -0.2 0.2 0.000
H 5.3968 36.9310 6.8241 -0.7 0.2 0.2 0.000
H 4.5384 39.4278 6.1579 0.3 -0.4 0.4 0.000
H 4.2989 39.6399 4.4868 -0.3 -0.3 -0.2 0.000
H 5.8918 39.3560 4.9736 0.5 -0.5 0.3 0.000
H 6.8789 34.4933 5.8970 0.2 0.4 0.0 0.000
H 5.6997 33.4407 5.8418 -0.2 -0.3 0.2 0.001
C -3.3942 24.2332 6.4894 -1.7 0.7 -1.4 0.009
C -2.9842 24.3372 7.9043 1.0 -1.0 1.1 0.017
C -4.0933 24.4501 8.9958 1.0 -1.0 -0.2 0.033
O -3.5107 24.2178 10.3244 0.8 0.2 -3.5 0.051
C -4.4936 24.1783 11.2624 -1.0 0.7 0.8 0.103
N -2.2103 23.0971 8.1259 0.2 0.2 1.3 0.006
H -4.3009 23.6335 6.4108 -0.4 0.0 0.0 0.001
H -2.7109 23.7198 5.8128 0.6 0.2 0.5 0.001
H -3.6011 25.2064 6.0442 -0.2 0.1 -0.1 0.002
H -2.2825 25.1607 8.0365 0.0 0.1 0.1 0.012
H -4.7741 23.6139 8.8367 -0.4 -0.2 -0.2 0.004
H -4.6777 25.3651 8.8989 0.2 0.4 0.5 0.017
H -3.9678 23.9994 12.2003 -0.6 0.3 0.3 0.017
H -5.2912 23.4534 11.0995 0.2 -0.9 -0.2 0.007
H -5.0473 25.1107 11.1526 -0.1 0.5 1.1 0.035
H -2.2339 23.0416 9.1341 0.8 -0.2 0.6 0.004
H -2.7629 22.2797 7.9099 -0.4 -0.1 -0.7 0.002
C -2.5065 35.6226 5.3172 0.6 0.3 -0.1 0.000
C -1.6670 34.9640 4.2395 0.8 -0.5 -1.4 0.000
C -0.1402 35.3831 4.2303 -1.0 -1.2 0.2 0.000
O 0.0964 36.7215 3.9295 -0.2 1.1 0.8 0.000
C 0.2541 37.4783 5.1436 -0.1 -0.5 -0.3 0.000
N -1.8088 33.4897 4.3335 0.4 1.1 -0.3 0.000
H -2.7399 36.6588 5.0723 0.0 0.0 -0.1 0.000
H -1.8688 35.6504 6.2007 -0.4 -0.2 0.5 0.000
H -3.4318 35.0734 5.4913 0.1 0.0 0.1 0.000
H -2.0076 35.1973 3.2307 -0.3 0.5 0.0 0.000
H 0.4250 34.7700 3.5283 -0.3 0.0 -0.6 0.000
H 0.3165 35.0730 5.1702 -0.1 0.2 0.6 0.000
H 1.0632 36.9928 5.6893 0.4 0.6 0.2 0.000
H -0.6021 37.4331 5.8165 -0.4 -0.2 -0.2 0.000
H 0.3950 38.5351 4.9168 0.4 -0.2 -0.2 0.000
H -1.2883 33.0735 3.5746 0.1 -0.1 -0.4 0.000
H -1.2737 33.2610 5.1590 -0.1 -0.7 0.8 0.000
C 1.8020 33.3828 11.7045 -0.5 0.9 0.1 0.001
C 0.9083 34.3911 10.9336 -0.2 -1.6 1.2 0.000
C -0.5758 33.8702 10.7289 2.9 0.0 -0.3 0.001
O -1.1346 34.6014 9.6705 -0.8 0.6 0.0 0.000
C -2.5385 34.3763 9.5789 -0.2 -0.2 -0.1 0.001
N 0.8895 35.6590 11.7061 -0.2 -0.1 -1.7 0.000
H 1.7819 32.3630 11.3201 0.0 0.1 0.1 0.000
H 1.5288 33.4575 12.7571 -0.3 -0.5 0.1 0.000
H 2.8236 33.7629 11.7116 0.2 -0.1 -0.4 0.000
H 1.3908 34.5117 9.9637 -0.4 0.1 -0.4 0.000
H -1.1183 33.8832 11.6743 -0.3 0.3 0.0 0.001
H -0.4362 32.8389 10.4047 -0.4 -0.4 0.1 0.000
H -2.7357 33.3073 9.4980 -0.1 -0.2 0.1 0.000
H -2.9798 34.8204 8.6867 0.5 0.2 -0.1 0.000
H -3.0751 34.7795 10.4378 0.1 0.0 0.3 0.000
H 0.4349 36.1808 10.9704 -1.2 1.1 0.3 0.000
H 1.7917 36.0831 11.5442 0.9 -0.1 0.6 0.000
C -5.9759 33.2805 7.6669 0.5 0.2 1.2 0.002
C -5.0856 32.0626 7.7044 -1.2 -1.5 -1.2 0.002
C -5.8293 30.8596 6.9298 1.0 0.8 0.9 0.004
O -7.0905 30.5059 7.4605 0.2 -0.8 -0.3 0.016
C -7.5692 29.3594 6.7606 -0.7 0.2 0.6 0.018
N -3.8281 32.3041 7.0589 0.3 0.1 -0.7 0.000
H -6.7630 33.1274 8.4052 -0.6 0.0 -0.6 0.001
H -6.2733 33.4980 6.6411 -0.4 -0.1 0.2 0.000
H -5.4563 34.1529 8.0632 0.3 0.1 -0.2 0.000
H -4.8022 31.7277 8.7022 -0.6 0.0 0.3 0.002
H -5.1237 30.0295 6.9637 0.0 -0.5 0.3 0.002
H -5.9375 31.0480 5.8616 0.0 0.7 -0.1 0.000
H -6.9771 28.4527 6.8842 0.5 0.1 0.2 0.008
H -7.6832 29.5305 5.6902 0.1 0.3 -0.2 0.001
H -8.5496 29.1204 7.1726 -0.1 0.1 0.0 0.002
H -3.3026 31.4417 7.0761 0.0 -0.5 0.6 0.000
H -3.9716 32.3624 6.0609 -0.4 0.6 -0.4 0.000
C 4.3084 32.5503 8.8648 -0.3 -1.1 0.4 0.001
C 5.5937 33.2419 9.3171 -0.9 0.4 0.6 0.000
C 6.8829 32.5993 8.8831 -0.4 -1.1 -0.4 0.001
O 7.0275 31.3402 9.5656 -0.6 0.5 -1.9 0.001
C 7.7565 31.4024 10.7257 0.6 -0.5 0.5 0.002
N 5.4609 34.6114 8.9090 0.0 0.9 0.1 0.000
H 3.4003 33.0564 9.1925 0.3 0.4 0.2 0.000
H 4.2154 31.5420 9.2681 0.2 -0.1 0.1 0.001
H 4.1754 32.4094 7.7922 0.5 0.3 -0.3 0.000
H 5.6514 33.2690 10.4052 -0.4 -0.4 0.3 0.000
H 7.7335 33.2708 8.9999 0.2 0.0 0.6 0.000
H 6.8423 32.4150 7.8096 0.0 -0.4 -0.1 0.000
H 7.7203 30.3999 11.1521 -0.1 0.1 0.3 0.000
H 7.3496 32.1343 11.4234 0.2 0.1 0.3 0.000
H 8.8028 31.5856 10.4812 0.3 0.4 0.3 0.000
H 5.3774 34.5920 7.9026 0.1 0.3 -0.2 0.000
H 6.3338 35.0870 9.0880 0.2 0.3 0.1 0.000
C -4.4537 34.7015 14.8900 -0.4 0.6 -1.7 0.002
C -5.4591 33.5668 14.6733 1.0 -0.6 0.4 0.003
C -4.8539 32.2591 14.0588 -0.4 0.1 -0.5 0.020
O -4.6263 32.3874 12.6717 0.5 0.8 -0.6 0.017
C -3.7292 31.4553 12.0739 -0.4 0.2 -0.1 0.035
N -5.9494 33.2546 15.9934 -0.3 -1.3 1.1 0.001
H -3.7198 34.5919 15.6885 -0.3 -0.6 0.0 0.000
H -4.9989 35.6300 15.0596 -0.1 0.1 0.2 0.000
H -3.9213 34.8765 13.9551 0.2 0.0 -0.1 0.000
H -6.3899 33.7998 14.1563 0.7 0.7 -1.3 0.000
H -5.5970 31.4619 14.0738 -0.3 -0.2 0.9 0.009
H -3.9422 31.9130 14.5458 0.0 0.2 0.4 0.007
H -3.7562 30.4518 12.4986 -0.3 -0.1 0.3 0.041
H -2.6923 31.7904 12.0997 0.2 0.2 0.2 0.003
H -4.0336 31.3769 11.0302 0.0 0.0 0.0 0.004
H -6.5226 32.4368 15.8424 -0.3 -0.4 0.5 0.001
H -6.6066 33.9594 16.2958 0.1 0.3 0.1 0.000
C -3.3058 31.0385 2.1434 -0.2 -1.5 -0.3 0.000
C -3.9149 30.6592 3.5143 0.3 -0.2 -0.6 0.000
C -2.8634 30.0426 4.4754 -0.8 -1.1 0.1 0.000
O -2.6288 28.6624 4.1870 -0.5 0.2 -0.8 0.002
C -1.7664 27.9247 5.0332 0.6 0.8 -0.6 0.010
N -4.3791 31.8594 4.1147 -0.3 1.5 1.0 0.000
H -2.7658 31.9844 2.1848 0.1 -0.1 0.1 0.000
H -4.0708 31.0941 1.3689 -0.3 0.4 0.1 0.000
H -2.6763 30.2322 1.7669 0.5 0.0 0.1 0.000
H -4.8456 30.1001 3.4170 0.5 -1.0 -0.2 0.000
H -3.1859 30.0152 5.5162 -0.2 0.7 0.0 0.000
H -1.9895 30.6870 4.3788 0.6 -0.1 0.1 0.000
H -1.8445 28.1241 6.1019 -0.7 0.0 0.1 0.002
H -0.7498 28.2279 4.7829 0.5 -0.2 0.0 0.003
H -1.9038 26.8751 4.7733 0.0 0.1 0.3 0.001
H -5.0667 32.3283 3.5425 -0.2 -0.1 -0.2 0.000
H -3.5838 32.4817 4.1353 0.3 0.7 0.2 0.000